Entry 1:
{
  "formula": "CH3N4Si",
  "method": "ωB97M-V/def2-TZVPD",
  "homo_energy_ev": -4.9,
  "relative_energy_ev": 2.257,
  "homo_lumo_gap_ev": 8.55,
  "multiplicity": 1,
  "charge": -1,
  "energy_ha": -548.353032,
  "symbols": ["C", "N", "N", "N", "N", "Si", "H", "H", "H"],
  "positions_angstrom": [[0.66661, 0.04661, -0.02739], [2.64686, -0.63413, -0.08383], [1.41442, -1.11294, 0.01853], [1.40435, 1.12776, 0.09646], [2.64296, 0.66721, -0.00850], [-1.72245, 0.06624, -0.02605], [-2.35544, 0.58028, 1.35988], [-1.97251, -1.29045, -0.26794], [-2.72482, 0.54943, -1.06116]],
  "forces_ev_per_angstrom": [[-3.1, -1.2, 1.2], [0.3, -0.4, 0.8], [-1.6, 1.3, -1.4], [-0.6, 0.4, -1.0], [1.1, 0.5, 0.2], [2.4, 1.3, 1.3], [0.8, -0.6, -1.4], [-0.3, -1.8, 0.2], [0.9, 0.6, 0.1]]
}

---

Entry 2:
{
  "formula": "CH3N5O2",
  "method": "ωB97M-V/def2-TZVPD",
  "homo_energy_ev": -9.1,
  "relative_energy_ev": 4.552,
  "homo_lumo_gap_ev": 9.37,
  "multiplicity": 1,
  "energy_ha": -463.867086,
  "symbols": ["C", "H", "H", "H", "N", "N", "N", "N", "N", "O", "O"],
  "positions_angstrom": [[-0.39517, 0.16207, 0.37728], [2.35975, 0.15618, -1.11605], [1.97462, -0.57205, 0.87481], [1.41931, 1.84758, 2.20695], [1.75503, -0.59887, -0.22570], [0.47627, -0.06960, -0.63935], [-0.37634, -0.84627, -1.55204], [-1.54930, -0.66414, -1.36882], [-0.25601, 0.71101, 1.62107], [-1.66318, -0.02079, -0.12897], [1.19691, 1.00465, 1.49454]],
  "forces_ev_per_angstrom": [[-2.4, 2.9, 3.3], [-1.1, -3.2, 4.7], [-0.9, 0.9, -3.7], [-1.4, -3.7, -2.9], [2.2, 1.7, -4.4], [-1.3, -1.8, 2.1], [3.1, -0.3, -2.0], [0.2, 0.1, 1.5], [1.2, -1.6, -4.6], [-0.3, 0.5, 1.4], [0.6, 4.5, 4.6]]
}